Record 1
{
  "formula": "C4H8O",
  "method": "wB97M-V/def2-TZVPD",
  "species": ["O", "C", "C", "C", "C", "H", "H", "H", "H", "H", "H", "H", "H"],
  "xyz": [[-0.852298, 0.839144, -1.184471], [-0.054176, -0.428189, 0.639914], [0.183983, 0.531109, -0.283324], [-0.836923, -1.690072, 0.437011], [1.271252, 1.558417, -0.345212], [0.962583, 2.449870, -0.881146], [-1.588357, 0.270908, -1.005363], [-1.564787, -1.836623, 1.256910], [0.405852, -0.191006, 1.597972], [-1.448328, -1.653963, -0.463752], [-0.161409, -2.535493, 0.539668], [1.990132, 0.990680, -0.955110], [1.692477, 1.695215, 0.646904]],
  "forces_ev_per_a": [[1.9, 0.0, -0.9], [1.3, 1.1, -0.3], [-3.2, 0.6, 0.9], [-1.0, 0.8, 1.4], [-0.1, -1.7, -0.4], [0.0, 0.1, 0.3], [-0.6, -0.5, 0.2], [0.2, 0.1, -0.2], [0.6, -0.9, -0.1], [0.4, -0.5, -0.3], [-0.1, -0.2, -0.6], [0.4, 0.8, 0.1], [0.1, 0.3, -0.1]],
  "homo_lumo_gap_ev": 9.011,
  "relative_energy_kcal_mol": 29.98
}


Record 2
{
  "formula": "C3H10NS2",
  "method": "wB97M-V/def2-TZVPD",
  "species": ["S", "S", "N", "C", "C", "C", "H", "H", "H", "H", "H", "H", "H", "H", "H", "H"],
  "xyz": [[-1.400238, -0.071656, -1.181619], [0.456442, 0.420854, -0.684294], [1.032352, 1.529788, 1.930532], [0.701914, -0.538680, 0.739580], [1.698393, 0.188217, 1.573519], [-1.610104, -1.762902, -0.996379], [2.578974, 0.333387, 0.964870], [-0.012420, 1.326051, 1.870334], [-0.197794, -0.924542, 1.264423], [1.148850, 1.772742, 2.980452], [1.992028, -0.420803, 2.382010], [-2.577906, -2.131583, -1.423180], [1.369303, 2.426112, 1.395266], [-0.878466, -2.450539, -1.658739], [1.309534, -1.479374, 0.594112], [-1.599057, -2.066941, 0.071007]],
  "forces_ev_per_a": [[-2.3, 1.9, -0.8], [0.9, 0.0, -1.3], [0.0, 1.4, 2.5], [1.3, -2.8, 1.2], [-0.7, 1.1, -0.9], [1.1, -4.4, -1.2], [0.3, 0.6, 0.0], [1.5, 1.0, -0.5], [0.3, 0.8, -0.1], [0.2, -0.5, -2.0], [0.1, 0.0, 1.6], [0.4, 1.0, 0.4], [-1.1, -2.3, 0.9], [-1.2, 1.6, 1.7], [-0.9, 0.5, -0.7], [0.1, -0.1, -0.8]],
  "charge": 1,
  "homo_lumo_gap_ev": 7.990,
  "relative_energy_kcal_mol": 40.88
}


Record 3
{
  "formula": "C10H24CaN6O6S",
  "method": "wB97M-V/def2-TZVPD",
  "species": ["Ca", "S", "O", "O", "O", "O", "O", "O", "N", "N", "N", "N", "N", "N", "C", "C", "C", "C", "C", "C", "C", "C", "C", "C", "H", "H", "H", "H", "H", "H", "H", "H", "H", "H", "H", "H", "H", "H", "H", "H", "H", "H", "H", "H", "H", "H", "H", "H"],
  "xyz": [[1.088813, -0.213947, -1.125628], [-1.408879, -0.225289, 1.322838], [1.171582, -0.370840, -4.545668], [1.223667, 1.608080, 1.914010], [-0.805813, -1.230378, -2.164336], [2.481888, -1.230617, 0.677356], [0.542663, -1.792888, 2.405716], [-0.430335, 1.896031, -3.182259], [0.978252, 1.650958, 0.504100], [-1.732362, 1.535567, 3.235909], [-1.236363, -0.615532, 3.981062], [-0.704540, -1.556114, -0.905714], [-0.411163, -1.698616, 1.482804], [0.236727, 1.813800, -1.948171], [-2.003668, -3.647977, -1.267885], [-0.949271, -2.855184, 0.948492], [0.812479, 4.088337, 0.965503], [-1.426858, 0.261942, 2.993871], [-1.056126, -4.045125, 1.811891], [-1.279611, -2.687290, -0.405660], [2.104344, -0.886547, -3.559256], [0.735116, 2.886091, 0.084842], [0.327385, 2.977935, -1.304373], [0.003597, 4.290835, -1.937877], [-2.970591, -3.223099, -1.579863], [1.313045, 0.648719, 2.117695], [-0.424640, 0.983627, -3.535868], [-0.068548, -4.321578, 2.211722], [-1.793821, 2.186905, 2.461216], [2.462458, -0.019076, -2.964317], [1.496414, -0.622093, -5.430949], [-1.463058, -4.908128, 1.273897], [1.579728, -1.641567, -2.937610], [-0.180584, 4.537853, 1.103668], [-1.313691, -0.304621, 4.944450], [3.357705, -1.045284, 1.046426], [1.906410, -1.560432, 1.432406], [-1.722787, -3.847628, 2.665923], [-1.587892, 1.918615, 4.161499], [1.222892, 3.810460, 1.937442], [1.443655, 4.856654, 0.503556], [2.991200, -1.381908, -3.990550], [-1.427426, -3.888623, -2.173286], [-2.204045, -4.578239, -0.715683], [-0.553482, 4.119839, -2.860345], [-0.590472, 4.911049, -1.253182], [0.920053, 4.853930, -2.176304], [-0.654048, -1.438607, 3.776494]],
  "forces_ev_per_a": [[-1.2, -0.9, 1.4], [-0.5, 1.1, 0.8], [1.2, -0.7, 0.1], [0.2, -0.4, -1.2], [0.1, 0.5, -1.9], [0.5, 0.3, -0.3], [1.0, 0.4, 1.3], [0.7, 0.0, 0.3], [0.0, 1.7, 1.2], [-0.3, 1.6, 0.8], [-0.4, -0.3, 1.1], [-0.2, -0.8, 1.4], [0.1, -1.4, -1.3], [-0.7, 1.9, 0.1], [-0.5, -0.3, -0.1], [0.0, 0.9, -0.4], [-0.1, 0.2, 0.0], [0.2, -1.5, -2.2], [-0.1, -0.6, 0.2], [1.4, 0.8, 0.4], [-0.5, 0.0, -0.7], [0.7, -2.0, 0.8], [-0.1, -1.7, -1.5], [-0.3, 0.2, 0.1], [0.3, -0.2, -0.1], [-0.3, 0.4, -0.3], [0.0, 0.2, 0.4], [-0.3, 0.0, 0.0], [0.1, -0.4, 0.2], [0.1, -0.3, -0.4], [-0.3, 0.2, 0.7], [0.1, 0.2, 0.1], [0.1, 0.3, -0.4], [0.2, -0.1, 0.0], [0.0, -0.2, -0.4], [-0.4, -0.1, -0.1], [-0.7, -0.1, 0.3], [0.1, -0.1, 0.0], [0.2, 0.1, -0.2], [-0.1, 0.1, -0.2], [-0.1, -0.1, 0.1], [-0.4, 0.3, 0.1], [-0.2, 0.2, 0.2], [0.0, 0.3, -0.2], [0.1, 0.1, 0.2], [0.1, -0.1, -0.2], [-0.2, -0.2, 0.1], [0.2, 0.4, -0.1]],
  "homo_lumo_gap_ev": [3.195, 3.291],
  "relative_energy_kcal_mol": 28.30
}